Entry 1:
C7H10FOP | ωB97M-V/def2-TZVPD

Calculated values
HOMO level: -9.9 eV
LUMO level: 0.027 hartree

```
! wB97M-V def2-TZVPD RIJCOSX def2/J DEFGRID3
* xyz 0 1
C 2.8349 0.5020 -0.6697
C 1.7212 0.9038 -0.4485
C 0.3289 0.8554 1.4609
C -0.1825 -0.5439 1.3605
C 0.5555 1.4291 0.0512
C -0.6732 1.0022 -0.8036
C -0.8608 -1.8535 -1.0683
O -2.7942 -0.5681 0.2893
F -1.6720 1.9982 -0.8218
P -1.4189 -0.5356 -0.0524
H 3.6173 0.0506 -1.0956
H -0.3152 1.5475 2.0728
H 1.2311 0.6603 2.0909
H 0.7182 -1.1100 1.0167
H -0.5638 -0.9299 2.3517
H 0.7456 2.4509 0.0659
H -0.5192 0.6648 -1.7869
H -1.7698 -1.9434 -1.7515
H -0.0492 -1.7972 -1.7174
H -0.9340 -2.7832 -0.5440
*
```

Mulliken population analysis, charges in e, atoms 1 to 6: -0.165, -1.065, -0.821, -0.717, 0.575, -0.271



Entry 2:
C7H10I2NS | ωB97M-V/def2-TZVPD

Calculated values
HOMO level: -11.6 eV
LUMO level: -0.151 hartree

```
! wB97M-V def2-TZVPD RIJCOSX def2/J DEFGRID3
* xyz 1 1
C 0.2204 0.6117 -0.3119
C 0.8652 -0.4284 0.2720
C 1.0981 1.8633 -0.4514
C -1.2435 0.5925 -0.6341
C 2.5430 1.3875 -0.2361
C 0.0567 -1.7837 0.7859
C -1.9069 -0.3575 0.2953
N -1.3434 -1.7301 0.3058
S 2.5128 -0.2113 0.6947
I 1.0124 -3.4718 -0.2238
I -4.0465 -0.4734 -0.0335
H 1.1172 2.4692 -1.2881
H 0.9191 2.4557 0.4581
H -1.8389 1.5278 -0.5881
H -1.1859 0.3959 -1.6719
H 3.2828 1.3083 -1.0417
H 2.8982 2.2436 0.3419
H 0.0117 -1.9977 1.8098
H -1.9243 0.1740 1.2584
H -1.2729 -2.1530 -0.6439
H -1.7752 -2.4226 0.9026
*
```

Mulliken population analysis, charges in e, atoms 1 to 6: -0.274, 0.734, -0.875, -0.777, -0.461, -1.087



Entry 3:
C7H10N | ωB97M-V/def2-TZVPD

Calculated values
HOMO level (alpha / beta): -12.8 / -13.3 eV
LUMO level (alpha / beta): -0.189 / -0.201 hartree

```
! wB97M-V def2-TZVPD RIJCOSX def2/J DEFGRID3
* xyz 1 1
C 0.4002 1.7876 -0.6760
C 1.2222 0.7118 -0.8398
C 0.0967 -1.5507 -0.8512
C -0.9605 1.6603 -0.8325
C -0.7034 -0.6493 0.0267
C 0.8160 -0.4782 -0.0874
C 1.7564 -0.7925 1.0919
N -1.5948 0.3422 -0.6728
H 0.6551 2.8298 -0.7353
H 0.2554 -2.5786 -0.5111
H 0.1612 -1.4863 -1.9217
H -1.6813 2.2897 -1.1824
H -1.2423 -0.9547 0.9631
H 1.3095 -0.3367 1.9908
H 2.7593 -0.2690 0.8408
H 1.8177 -1.8895 1.2975
H -2.3895 0.4480 -0.0710
H -1.6620 -0.1308 -1.6283
*
```

Mulliken population analysis, charges in e, atoms 1 to 6: -0.397, -0.810, -1.120, -0.399, -0.423, 1.696



Entry 4:
C7H10N2 | ωB97M-V/def2-TZVPD

Calculated values
HOMO level (alpha / beta): -7.6 / -7.1 eV
LUMO level (alpha / beta): 0.023 / 0.031 hartree

```
! wB97M-V def2-TZVPD RIJCOSX def2/J DEFGRID3
* xyz 0 1
C 1.9028 -0.2024 -0.3260
C 1.8151 -1.3618 0.5587
C -1.6720 1.2916 -0.6095
C -2.3837 0.5017 0.3921
C 0.8653 -1.3210 -0.6262
C -0.8854 0.2767 0.2534
C -0.4592 -0.9045 -0.4593
N -1.3755 -2.4630 0.4709
N -1.5806 -1.9722 -0.6076
H 1.5726 0.6192 0.1833
H 2.6243 -0.0691 -1.0264
H 2.4499 -2.2299 0.5287
H 1.3708 -1.1145 1.5886
H -1.7407 1.1313 -1.6090
H -1.5281 2.2399 -0.1986
H -2.9070 0.8625 1.3229
H -3.0242 -0.3000 -0.0433
H 1.1317 -2.0707 -1.4899
H -0.1476 0.7190 0.9685
*
```

Mulliken population analysis, charges in e, atoms 1 to 6: -0.860, -0.288, -0.677, -0.610, -0.245, -0.280